C41H47ClF9N2O2PRhSSb as an isolated structure in a non-equilibrium geometry, computed with wB97M-V/def2-TZVPD.

```
106
Properties=species:S:1:pos:R:3
Rh -0.106 -0.702 0.434
Cl 1.846 -3.912 -6.028
C 1.303 -2.945 -4.718
C 1.063 -1.573 -4.917
C 0.625 -0.780 -3.892
C 0.388 -1.294 -2.590
O 0.007 -0.478 -1.660
C 0.598 -2.701 -2.413
C 0.296 -3.375 -1.197
O -0.225 -2.902 -0.171
C 1.077 -3.488 -3.483
H 1.237 -1.151 -5.899
H 0.461 0.279 -4.050
H 0.528 -4.451 -1.193
H 1.238 -4.548 -3.323
N -2.817 -2.442 3.850
C -2.060 -2.342 2.764
N -1.554 -3.425 2.201
S -1.779 -0.766 2.126
H -3.020 -3.329 4.283
H -3.178 -1.611 4.287
H -1.751 -4.344 2.566
H -1.038 -3.347 1.325
C -6.109 -0.038 -0.731
C -5.544 1.187 -0.037
C -6.171 2.480 -0.510
C -5.580 1.052 1.475
Sb -3.317 1.210 -0.622
C -2.138 2.914 0.317
C -2.614 4.199 -0.340
C -2.379 2.936 1.817
C -0.686 2.601 0.002
C -3.100 1.250 -2.903
C -3.158 -0.213 -3.314
C -4.245 2.064 -3.476
C -1.750 1.859 -3.238
H -7.159 -0.157 -0.446
H -5.587 -0.949 -0.434
H -6.073 0.056 -1.817
H -7.220 2.482 -0.193
H -6.160 2.582 -1.594
H -5.702 3.358 -0.063
H -6.621 0.929 1.790
H -5.187 1.935 1.977
H -5.023 0.174 1.809
H -3.655 4.412 -0.092
H -2.505 4.179 -1.425
H -2.013 5.032 0.038
H -3.424 3.127 2.062
H -1.791 3.754 2.246
H -2.065 2.010 2.296
H -0.464 2.710 -1.057
H -0.408 1.572 0.301
H -0.041 3.284 0.559
H -4.089 -0.692 -3.007
H -2.317 -0.773 -2.899
H -3.100 -0.281 -4.405
H -5.201 1.547 -3.390
H -4.056 2.214 -4.544
H -4.326 3.053 -3.021
H -0.941 1.323 -2.741
H -1.702 2.919 -2.990
H -1.597 1.771 -4.319
F 4.093 -3.897 6.667
C 4.890 -3.123 5.923
F 5.944 -3.861 5.536
F 5.353 -2.131 6.700
C 4.170 -2.563 4.722
C 2.899 -2.987 4.383
C 2.274 -2.445 3.268
C 2.928 -1.490 2.502
C 4.214 -1.072 2.845
C 4.836 -1.611 3.953
P 2.173 -0.748 1.024
C 3.225 -1.331 -0.330
C 3.949 -2.515 -0.181
C 4.656 -3.036 -1.250
C 4.630 -2.383 -2.475
C 3.905 -1.213 -2.637
C 3.193 -0.691 -1.571
C 5.346 -3.005 -3.647
F 4.599 -4.006 -4.154
F 5.557 -2.122 -4.629
F 6.522 -3.524 -3.286
C 2.417 1.028 1.357
C 3.086 1.940 0.553
C 3.069 3.292 0.877
C 2.390 3.719 2.005
C 1.753 2.808 2.844
C 1.759 1.469 2.513
C 2.217 5.185 2.304
F 2.471 5.472 3.583
F 2.977 5.962 1.535
F 0.918 5.528 2.071
H 2.398 -3.734 4.984
H 1.277 -2.769 2.991
H 4.726 -0.331 2.243
H 5.835 -1.296 4.225
H 3.973 -3.033 0.768
H 5.228 -3.946 -1.131
H 3.894 -0.716 -3.598
H 2.605 0.209 -1.701
H 3.633 1.605 -0.319
H 3.584 4.008 0.251
H 1.255 3.156 3.740
H 1.260 0.752 3.156
```

Spin multiplicity ... 1
Calculated total energy ... -116991.248 eV
Gap between HOMO and LUMO (alpha / beta) ... 4.1 / 4.3 eV
Charge ... +2